No. 1
The following is a DFT calculation (the ωB97M-V functional and the def2-TZVPD basis) of a molecular structure, C31H39InN3O2PS2 at a distorted geometry.

XYZ file:
```
79
Properties=species:S:1:pos:R:3
In -0.246 0.857 -0.002
C 1.722 -1.061 3.496
C 0.703 -1.540 4.300
C -0.571 -1.669 3.772
C -0.809 -1.298 2.457
N 0.175 -0.780 1.695
C 1.406 -0.682 2.206
C -2.140 -1.514 1.811
C -3.295 -1.872 2.505
C -4.474 -2.059 1.802
C -4.495 -1.877 0.422
C -3.308 -1.510 -0.181
N -2.170 -1.347 0.500
C -3.154 -1.173 -1.624
C -4.115 -0.947 -2.585
C -3.707 -0.451 -3.824
C -2.374 -0.147 -4.075
C -1.439 -0.398 -3.089
N -1.876 -0.938 -1.956
H 2.738 -0.977 3.855
H 0.899 -1.827 5.325
H -1.361 -2.076 4.385
H 2.167 -0.280 1.548
H -3.290 -2.000 3.577
H -5.377 -2.338 2.325
H -5.405 -2.010 -0.145
H -5.159 -1.123 -2.375
H -4.448 -0.260 -4.589
H -2.066 0.290 -5.015
H -1.206 -1.156 -1.213
C 2.101 -2.649 -4.247
C 1.032 -2.471 -3.152
C -0.278 -3.050 -3.685
C 1.037 -1.013 -2.681
C -0.001 0.021 -3.080
C 0.106 1.296 -2.231
C 1.461 1.799 -2.074
C 1.704 3.274 -1.911
C 2.449 0.883 -1.998
C 2.171 -0.526 -2.136
H 2.191 -3.703 -4.510
H 3.078 -2.297 -3.926
H 1.820 -2.100 -5.149
H 1.338 -3.075 -2.293
H -0.651 -2.484 -4.541
H -1.064 -3.125 -2.933
H -0.091 -4.063 -4.038
H 0.226 0.335 -4.116
H -0.635 2.040 -2.523
H 1.578 3.595 -0.875
H 1.013 3.858 -2.520
H 2.720 3.524 -2.210
H 3.470 1.201 -1.827
H 2.977 -1.220 -1.926
C 0.556 2.809 5.064
C -0.906 2.425 5.011
C -1.834 3.492 5.546
O -1.299 2.022 3.644
P -1.100 2.744 2.272
S -2.381 1.816 1.012
S 0.799 2.562 1.576
O -1.455 4.232 2.566
C -1.385 5.461 1.750
C 0.009 6.046 1.833
C -1.860 5.235 0.333
H 0.847 2.950 6.105
H 0.736 3.746 4.534
H 1.188 2.034 4.628
H -1.070 1.498 5.560
H -1.692 4.438 5.029
H -1.617 3.641 6.604
H -2.876 3.188 5.450
H -2.086 6.111 2.272
H 0.720 5.461 1.250
H 0.352 6.094 2.866
H -0.011 7.061 1.436
H -1.158 4.608 -0.221
H -1.920 6.203 -0.163
H -2.845 4.771 0.307
```

Computed properties:
F_max ... 0.0239 hartree/bohr
ΔE to the lowest compared entry with this formula, charge and spin ... 48.2 kcal/mol
Net charge ... +2
Energy ... -77468.9469 eV

These are the Mulliken partial charges, in e, on atoms 1 to 4:
1 In 0.6592
2 C -0.9774
3 C -0.6505
4 C -0.7930

***

No. 2
The following is a DFT calculation (the ωB97M-V functional and the def2-TZVPD basis) of a molecular structure, C31H39N5O2P2Pb at a distorted geometry.

XYZ file:
```
80
Properties=species:S:1:pos:R:3
Pb -1.013 -2.758 -1.615
C -1.093 3.352 -0.924
C -1.448 2.449 -1.862
C -0.721 1.963 -3.066
C 0.394 0.920 -2.858
C 1.717 1.459 -2.437
C 1.984 2.677 -1.910
C 1.192 3.938 -1.977
C 0.157 4.154 -0.826
C 0.741 -2.745 -0.312
H -1.823 3.594 -0.150
H -2.258 1.762 -1.601
H -0.339 2.777 -3.679
H -1.480 1.434 -3.649
H 0.092 0.122 -2.140
H 0.546 0.403 -3.824
H 2.589 0.802 -2.660
H 2.930 2.838 -1.362
H 0.721 4.102 -2.948
H 1.887 4.785 -1.873
H 0.658 3.863 0.114
H -0.093 5.240 -0.759
H 0.487 -2.851 0.769
H 1.257 -1.777 -0.478
H 1.234 -3.672 -0.692
P 1.222 -1.299 -7.400
P -2.064 -0.879 -7.334
N 2.569 -0.182 -7.541
N 2.013 -2.520 -8.520
N -2.205 0.884 -7.499
N -3.675 -1.199 -8.018
C 0.266 -0.458 -8.760
C -1.135 -1.073 -8.897
C 3.415 0.189 -6.489
C 4.421 1.015 -6.986
C 4.195 1.152 -8.400
C 3.060 0.411 -8.713
C 2.346 -3.806 -8.089
C 2.775 -4.556 -9.179
C 2.707 -3.705 -10.328
C 2.263 -2.463 -9.890
C -1.993 1.723 -6.396
C -1.907 3.042 -6.833
C -2.087 3.026 -8.256
C -2.232 1.701 -8.637
C -4.475 -0.492 -8.921
C -5.592 -1.260 -9.228
C -5.463 -2.501 -8.521
C -4.271 -2.454 -7.817
H 0.770 -0.528 -9.737
H 0.217 0.614 -8.493
H -1.635 -0.610 -9.759
H -1.059 -2.153 -9.116
H 3.209 -0.170 -5.494
H 5.221 1.463 -6.414
H 4.793 1.692 -9.118
H 2.556 0.298 -9.662
H 2.244 -4.054 -7.041
H 3.111 -5.586 -9.157
H 2.963 -3.946 -11.347
H 2.106 -1.560 -10.470
H -1.946 1.282 -5.413
H -1.754 3.913 -6.200
H -2.138 3.887 -8.912
H -2.354 1.292 -9.639
H -4.198 0.491 -9.268
H -6.403 -0.967 -9.879
H -6.152 -3.332 -8.541
H -3.773 -3.172 -7.183
O -2.580 -2.760 0.613
C -2.075 -1.666 1.005
C -2.086 -1.118 2.433
C -1.403 0.215 2.272
C -0.708 0.115 0.927
O 0.312 0.746 0.638
N -1.346 -0.864 0.158
H -3.098 -0.979 2.844
H -1.496 -1.794 3.109
H -2.163 1.003 2.183
H -0.700 0.472 3.067
```

Computed properties:
F_max ... 0.0754 hartree/bohr
Energy ... -68147.3102 eV

These are the Mulliken partial charges, in e, on atoms 1 to 4:
1 Pb 0.9232
2 C -0.5719
3 C -0.4315
4 C -0.6744

***

No. 3
The following is a DFT calculation (the ωB97M-V functional and the def2-TZVPD basis) of a molecular structure, C31H39N5O4PTi at a distorted geometry.

XYZ file:
```
81
Properties=species:S:1:pos:R:3
Ti -0.941 -0.597 0.293
N -1.756 -0.771 2.750
N -2.294 -2.084 2.645
C -1.757 -2.924 1.687
O -2.012 -4.076 1.575
O -0.969 -2.207 0.843
H -1.001 -0.772 3.435
H -2.488 -0.188 3.143
H -2.645 -2.532 3.481
C -3.750 -1.118 -0.535
C -3.199 -1.666 -1.861
C -2.738 -3.124 -1.779
C -2.111 -0.729 -2.409
C -1.691 -1.059 -3.848
O -0.250 -1.137 -3.780
C 0.154 -1.013 -2.544
N -0.804 -0.799 -1.673
C 1.601 -1.102 -2.338
C 2.370 -1.275 -3.497
C 3.745 -1.418 -3.434
C 4.376 -1.454 -2.202
C 3.629 -1.297 -1.042
C 2.255 -1.077 -1.089
P 1.482 -0.786 0.535
C 2.122 0.761 1.240
C 1.366 1.337 2.267
C 1.812 2.480 2.908
C 3.008 3.067 2.515
C 3.748 2.517 1.477
C 3.310 1.366 0.838
C 2.056 -2.156 1.558
C 2.423 -1.940 2.887
C 2.891 -3.003 3.644
C 2.988 -4.268 3.081
C 2.597 -4.487 1.765
C 2.120 -3.438 1.001
H -4.365 -1.864 -0.034
H -4.356 -0.228 -0.698
H -2.941 -0.833 0.172
H -4.017 -1.623 -2.585
H -1.846 -3.252 -1.177
H -2.531 -3.529 -2.771
H -3.527 -3.742 -1.353
H -2.474 0.303 -2.343
H -1.958 -0.291 -4.569
H -2.067 -2.019 -4.196
H 1.878 -1.317 -4.457
H 4.319 -1.524 -4.345
H 5.444 -1.611 -2.136
H 4.119 -1.367 -0.079
H 0.431 0.879 2.574
H 1.237 2.911 3.717
H 3.368 3.952 3.024
H 4.678 2.976 1.168
H 3.902 0.951 0.035
H 2.376 -0.947 3.317
H 3.192 -2.840 4.670
H 3.377 -5.089 3.670
H 2.674 -5.476 1.334
H 1.805 -3.611 -0.021
C 0.695 2.522 -1.460
N -0.474 3.114 -0.825
C -0.622 4.566 -1.031
C -2.093 4.921 -1.073
C -2.726 4.451 0.218
N -2.400 3.036 0.462
C -3.329 2.342 1.349
C -1.336 2.447 -0.070
O -1.149 1.161 0.164
H 0.608 2.606 -2.545
H 0.802 1.481 -1.189
H 1.587 3.063 -1.143
H -0.130 4.823 -1.967
H -0.105 5.090 -0.223
H -2.563 4.426 -1.925
H -2.231 5.994 -1.188
H -3.811 4.537 0.179
H -2.377 5.042 1.068
H -4.291 2.204 0.854
H -3.489 2.953 2.237
H -2.936 1.379 1.656
```

Computed properties:
F_max ... 0.0509 hartree/bohr
Net charge ... +3
Energy ... -80802.7155 eV

These are the Mulliken partial charges, in e, on atoms 1 to 4:
1 Ti -1.0618
2 N -0.5209
3 N -0.2561
4 C 0.2474

***

No. 4
The following is a DFT calculation (the ωB97M-V functional and the def2-TZVPD basis) of a molecular structure, C31H39N5Zn at a distorted geometry.

XYZ file:
```
76
Properties=species:S:1:pos:R:3
Zn 0.134 0.307 -0.484
N 1.993 2.263 2.306
N -1.104 2.341 0.359
C -0.911 -1.902 -0.244
C -1.050 -1.582 1.141
C 0.254 -1.393 1.687
C 0.621 -0.996 3.067
H -0.274 -0.822 3.676
H 1.232 -0.076 3.070
H 1.205 -1.791 3.555
C 1.206 -1.653 0.671
C 2.652 -1.875 0.915
H 2.786 -2.851 1.413
H 3.074 -1.109 1.584
H 3.237 -1.903 -0.012
C 0.499 -1.887 -0.562
C 1.110 -2.434 -1.802
H 2.056 -1.933 -2.043
H 0.436 -2.328 -2.662
H 1.321 -3.508 -1.679
C -2.323 -1.500 1.894
H -2.543 -2.444 2.417
H -3.163 -1.289 1.221
H -2.275 -0.704 2.649
C -1.989 -2.338 -1.169
H -1.701 -2.171 -2.216
H -2.914 -1.775 -0.984
H -2.221 -3.410 -1.054
C 3.178 2.856 2.433
H 3.803 2.526 3.267
C 3.644 3.848 1.560
H 4.649 4.243 1.699
C 2.797 4.311 0.552
H 3.123 5.075 -0.156
C 1.516 3.773 0.467
H 0.786 4.112 -0.264
C 1.165 2.701 1.331
C -0.038 1.924 1.185
H -0.339 1.340 2.063
C -1.388 1.541 -0.718
C -2.111 3.307 0.535
H -2.033 4.063 1.295
C -3.069 3.021 -0.357
H -4.032 3.477 -0.538
N -2.636 1.901 -1.088
C -3.421 1.132 -1.979
C -4.679 0.650 -1.566
C -5.382 -0.176 -2.449
H -6.370 -0.544 -2.156
C -4.850 -0.531 -3.689
C -5.651 -1.337 -4.667
H -5.004 -2.021 -5.227
H -6.150 -0.683 -5.397
H -6.426 -1.915 -4.151
C -3.553 -0.125 -4.020
H -3.117 -0.442 -4.971
C -2.818 0.700 -3.168
C -1.427 1.092 -3.541
H -1.191 2.139 -3.328
H -1.299 0.934 -4.620
H -0.668 0.463 -3.046
C -5.248 0.931 -0.211
H -5.583 1.971 -0.098
H -4.553 0.698 0.611
H -6.130 0.291 -0.073
C 5.217 0.940 -0.052
N 4.392 0.916 -1.273
C 5.076 0.779 -2.565
C 3.104 0.819 -1.196
N 1.929 0.817 -1.119
H 5.755 1.893 0.023
H 5.953 0.128 -0.078
H 4.566 0.830 0.824
H 5.107 -0.270 -2.901
H 4.559 1.381 -3.322
H 6.100 1.141 -2.439
```

Computed properties:
F_max ... 0.0634 hartree/bohr
Net charge ... -2
Energy ... -88643.3416 eV

These are the Mulliken partial charges, in e, on atoms 1 to 4:
1 Zn 0.7918
2 N -0.2727
3 N 0.8728
4 C 0.6477

***

No. 5
The following is a DFT calculation (the ωB97M-V functional and the def2-TZVPD basis) of a molecular structure, C31H40BrKN4O2P2.

XYZ file:
```
81
Properties=species:S:1:pos:R:3
K 0.470 0.680 0.842
C 0.432 0.522 5.905
P -0.177 0.217 4.199
C 0.136 -1.584 4.047
C -1.998 0.195 4.553
C -2.851 -0.281 3.373
P -2.784 0.873 1.929
C -3.997 2.147 2.507
C -3.886 -0.043 0.789
H 0.012 -0.190 6.622
H 0.162 1.536 6.207
H 1.521 0.454 5.927
H 1.213 -1.761 4.094
H -0.227 -1.924 3.074
H -0.347 -2.149 4.851
H -2.282 1.210 4.850
H -2.160 -0.447 5.427
H -3.894 -0.413 3.686
H -2.492 -1.244 3.000
H -4.942 1.703 2.835
H -4.199 2.840 1.688
H -3.573 2.729 3.327
H -4.838 -0.284 1.272
H -3.383 -0.956 0.478
H -4.074 0.562 -0.099
C 0.329 3.833 0.896
N 1.669 3.267 0.934
C 2.574 4.047 0.110
C 2.125 3.165 2.320
C 3.533 2.643 2.493
C 4.437 3.397 3.227
C 5.740 2.976 3.458
C 6.156 1.766 2.940
C 5.279 0.985 2.196
C 3.979 1.419 1.972
H 0.292 4.853 1.309
H -0.372 3.219 1.468
H -0.020 3.867 -0.138
H 2.671 5.086 0.467
H 2.201 4.069 -0.916
H 3.566 3.596 0.103
H 1.421 2.525 2.864
H 2.084 4.151 2.809
H 4.103 4.346 3.630
H 6.414 3.591 4.039
H 7.166 1.413 3.109
H 5.615 0.037 1.804
Br -1.536 -5.766 -10.607
C -1.509 -4.822 -8.941
C -1.727 -3.449 -8.925
C -1.706 -2.775 -7.723
C -1.469 -3.436 -6.494
C -1.246 -4.837 -6.555
C -1.267 -5.511 -7.761
N -1.467 -2.677 -5.361
N -1.249 -3.372 -4.255
C -1.204 -2.724 -3.055
C -0.974 -3.569 -1.955
C -0.894 -3.124 -0.654
C -1.026 -1.770 -0.280
O -0.971 -1.411 0.965
C -1.245 -0.853 -1.380
N -1.341 0.477 -1.080
C -1.621 1.340 -2.026
C -1.816 0.978 -3.363
C -1.665 -0.344 -3.711
C -1.365 -1.322 -2.740
H -1.910 -2.917 -9.850
H -1.873 -1.705 -7.697
H -1.055 -5.364 -5.632
H -1.096 -6.581 -7.789
H -0.866 -4.625 -2.178
H -0.732 -3.828 0.156
H -1.691 2.383 -1.723
H -2.052 1.732 -4.103
H -1.770 -0.679 -4.731
C 3.540 -0.471 0.571
O 3.082 0.692 1.240
H 3.786 -1.267 1.278
H 4.408 -0.249 -0.054
H 2.721 -0.798 -0.068
```

Computed properties:
F_max ... 0.0067 hartree/bohr
ΔE to the lowest compared entry with this formula, charge and spin ... 0.0 kcal/mol
Net charge ... -2
Energy ... -147796.0948 eV

These are the Mulliken partial charges, in e, on atoms 1 to 4:
1 K -1.1642
2 C -1.3256
3 P 1.4267
4 C -0.9819

***

No. 6
The following is a DFT calculation (the ωB97M-V functional and the def2-TZVPD basis) of a molecular structure, C31H40HgIN7O2S2Se at a distorted geometry.

XYZ file:
```
85
Properties=species:S:1:pos:R:3
Hg 0.130 0.742 0.801
N 2.160 -1.038 5.046
C 1.017 -0.693 4.429
N 1.285 -0.333 3.203
C 2.627 -0.491 3.116
N 3.206 -0.922 4.215
C 3.370 -0.233 1.874
C 4.759 -0.329 1.851
N 5.468 -0.154 0.743
C 4.774 0.137 -0.350
C 3.395 0.251 -0.327
N 2.690 0.057 0.780
H 2.300 -1.385 5.976
H 0.041 -0.720 4.890
H 5.293 -0.561 2.765
H 5.335 0.285 -1.265
H 2.832 0.521 -1.214
C -5.805 0.782 -1.676
C -5.303 0.749 -3.121
C -4.010 1.534 -3.306
N -2.928 0.848 -2.597
C -1.637 1.210 -2.410
S -0.557 -0.081 -2.032
N -1.236 2.467 -2.498
C -2.028 3.695 -2.634
O -1.827 4.386 -3.668
C -2.895 4.019 -1.552
C -2.979 3.273 -0.339
C -3.861 3.636 0.658
C -4.701 4.748 0.514
C -4.624 5.498 -0.667
C -3.747 5.155 -1.676
H -6.727 0.204 -1.561
H -5.999 1.810 -1.363
H -5.061 0.369 -0.991
H -6.054 1.179 -3.785
H -5.151 -0.290 -3.442
H -4.144 2.530 -2.909
H -3.762 1.634 -4.367
H -3.034 -0.150 -2.527
H -0.232 2.590 -2.478
H -2.326 2.424 -0.186
H -3.894 3.054 1.575
H -5.384 5.032 1.308
H -5.266 6.366 -0.790
H -3.678 5.741 -2.586
C -1.202 8.409 -0.143
C -0.575 7.040 -0.064
C -0.676 6.264 1.081
C -0.092 5.005 1.168
C -0.247 4.224 2.446
C 0.635 4.511 0.074
Se 1.565 2.832 0.205
C 0.744 5.276 -1.098
C 1.489 4.835 -2.336
C 0.132 6.526 -1.138
H -1.796 8.621 0.747
H -1.853 8.491 -1.016
H -0.433 9.181 -0.230
H -1.244 6.639 1.928
H -1.003 4.684 3.085
H 0.702 4.182 2.990
H -0.541 3.194 2.246
H 1.939 3.854 -2.212
H 2.293 5.543 -2.563
H 0.805 4.814 -3.190
H 0.202 7.106 -2.056
I -2.196 -1.700 2.269
C -1.907 0.261 1.387
H -2.287 0.930 2.152
H -2.590 0.261 0.546
O 1.705 -3.148 1.264
S 0.801 -2.549 0.227
C -0.342 -3.867 -0.273
C 0.547 -4.877 -0.980
C 1.318 -4.065 -2.023
C 1.667 -2.707 -1.383
H -1.076 -3.400 -0.942
H -0.833 -4.234 0.625
H -0.024 -5.693 -1.428
H 1.238 -5.302 -0.249
H 0.689 -3.899 -2.899
H 2.213 -4.591 -2.354
H 1.337 -1.861 -1.992
H 2.724 -2.595 -1.146
```

Computed properties:
F_max ... 0.0228 hartree/bohr
ΔE to the lowest compared entry with this formula, charge and spin ... 0.0 kcal/mol
Spin multiplicity ... 2
Net charge ... -1
Energy ... -146616.0284 eV
⟨S²⟩ ... 0.77

These are the Mulliken partial charges, in e, on atoms 1 to 4:
1 Hg 2.1712
2 N 0.0577
3 C -0.3437
4 N 0.0782

***

> Which formula does entry 4 have?

C31H39N5Zn

***

> Which of these has the lowest F_max?

C31H40BrKN4O2P2

***

> The lowest energy belongs to which entry?

C31H40BrKN4O2P2